[1]
This record from the OMol25 dataset describes C9H23BF3NbO7P as an isolated structure at a distorted geometry. The level of theory is ωB97M-V with the def2-TZVPD basis set.

Each line ends with the natural charge from an NBO analysis.
CARTESIAN COORDINATES (ANGSTROEM)
1 C -0.925 -0.176 5.090  -0.635
2 C -2.422 -0.338 5.008  0.081
3 O -2.823 -1.674 5.209  -0.712
4 C -3.034 0.257 3.715  -0.085
5 O -3.559 -0.700 2.832  -0.786
6 Nb -2.468 -1.786 1.557  1.504
7 C -2.206 -0.309 -0.146  -1.311
8 B -0.925 0.482 -0.020  1.141
9 O -0.742 1.451 0.983  -0.951
10 O 0.152 0.281 -0.878  -0.932
11 P -1.099 -3.532 0.257  0.577
12 C 0.605 -3.493 0.932  -0.964
13 O -1.653 -5.017 0.773  -1.004
14 H -0.627 0.808 4.754  0.209
15 H -0.416 -0.922 4.490  0.226
16 H -0.604 -0.293 6.119  0.196
17 H -2.836 0.222 5.843  0.153
18 H -2.168 -2.261 4.828  0.482
19 H -2.291 0.878 3.221  0.171
20 H -3.848 0.915 4.014  0.151
21 H -3.893 -2.607 0.691  -0.359
22 H -2.364 -3.196 2.754  -0.375
23 H -0.803 -1.245 2.120  -0.362
24 H -2.153 -0.912 -1.046  0.263
25 H -3.098 0.307 -0.208  0.244
26 H -1.212 2.264 0.802  0.482
27 H 0.282 1.066 -1.405  0.477
28 H 0.618 -3.638 2.006  0.204
29 H 0.983 -2.502 0.710  0.233
30 H 1.242 -4.219 0.441  0.201
31 H -1.792 -4.962 1.725  0.478
32 C 4.858 1.923 -6.057  -0.638
33 C 3.416 2.355 -6.201  -0.077
34 O 2.684 2.157 -4.974  -0.472
35 C 2.816 3.095 -4.058  0.697
36 O 3.462 4.098 -4.121  -0.553
37 C 1.945 2.734 -2.831  0.897
38 F 2.079 1.453 -2.509  -0.293
39 F 0.654 2.965 -3.122  -0.317
40 F 2.280 3.486 -1.796  -0.296
41 H 4.911 0.888 -5.723  0.220
42 H 5.366 2.009 -7.017  0.218
43 H 5.381 2.545 -5.332  0.224
44 H 2.892 1.743 -6.931  0.197
45 H 3.335 3.398 -6.502  0.196

Values from the calculation:
Molar mass: 434.96 u
Highest occupied orbital energy: -3.33 eV
Net charge: -1
Total energy: -1606.1876 Ha
2S+1: 1
Orbital gap: 5.47 eV

[2]
This record from the OMol25 dataset describes C9H23GeMoO5PS3 as an isolated structure. The level of theory is ωB97M-V with the def2-TZVPD basis set.

Each line ends with the Löwdin spin population.
CARTESIAN COORDINATES (ANGSTROEM)
1 Mo -0.744 -0.002 -0.015  1.002
2 C 1.047 4.719 3.905  0.000
3 C 1.017 4.129 2.519  0.000
4 O 0.777 2.684 2.599  0.003
5 P -0.601 2.061 2.224  0.016
6 S -0.509 0.059 2.421  0.007
7 S -1.170 2.399 0.309  0.004
8 O -1.598 2.744 3.228  0.010
9 C -3.028 2.454 3.213  0.000
10 C -3.767 3.714 3.583  0.000
11 H 1.292 5.779 3.839  0.000
12 H 1.806 4.229 4.513  0.000
13 H 0.079 4.617 4.394  0.000
14 H 1.972 4.220 2.008  0.000
15 H 0.244 4.583 1.895  0.000
16 H -3.193 1.653 3.932  0.000
17 H -3.305 2.106 2.215  0.000
18 H -3.452 4.071 4.562  0.000
19 H -4.837 3.509 3.619  0.000
20 H -3.590 4.496 2.846  0.000
21 C 2.742 -1.517 1.029  0.002
22 S 1.911 -0.858 -0.373  0.004
23 O 2.708 -1.020 -1.537  -0.001
24 O 0.569 -1.586 -0.457  0.052
25 O 1.476 0.526 -0.040  -0.001
26 H 2.975 -2.559 0.822  0.000
27 H 2.103 -1.412 1.902  0.000
28 H 3.657 -0.941 1.148  0.000
29 C -2.179 -2.992 -2.100  -0.003
30 Ge -2.440 -1.093 -1.817  -0.005
31 C -4.160 -0.323 -2.286  -0.002
32 C -0.950 -0.013 -2.577  0.012
33 C -2.331 -0.735 0.260  -0.097
34 H -2.301 -3.224 -3.159  -0.001
35 H -2.912 -3.567 -1.536  0.000
36 H -1.176 -3.274 -1.784  0.000
37 H -4.262 -0.328 -3.372  -0.001
38 H -4.230 0.703 -1.930  0.000
39 H -4.974 -0.909 -1.864  0.000
40 H -0.267 -0.675 -3.109  0.002
41 H -0.274 0.647 -1.985  0.002
42 H -1.402 0.708 -3.258  0.000
43 H -3.192 -1.123 0.795  -0.007

Values from the calculation:
Molar mass: 507.00 u
Energy above the lowest of the compared OMol25 structures with the same formula, charge and spin: 0.0 kJ/mol
Expectation value of S²: 0.767
Highest occupied orbital energy (spin up / spin down): -12.44 / -12.48 eV
Net charge: +1
Total energy: -4413.8163 Ha
2S+1: 2
Orbital gap (spin up / spin down): 8.20 / 7.98 eV

[3]
This record from the OMol25 dataset describes C9H23GeNO4RuS2Se2Si as an isolated structure at a distorted geometry. The level of theory is ωB97M-V with the def2-TZVPD basis set.

Each line ends with the Löwdin spin population.
CARTESIAN COORDINATES (ANGSTROEM)
1 Ru 0.820 0.644 0.273  0.751
2 O -0.035 -3.112 0.055  0.000
3 S 0.239 -1.715 0.029  0.001
4 O -0.325 -0.895 1.200  0.056
5 O 1.704 -1.307 0.116  -0.006
6 O -0.243 -0.945 -1.162  0.008
7 S -3.005 3.206 0.694  0.002
8 C -1.539 2.565 0.395  0.000
9 N -0.456 2.176 0.168  0.001
10 C 2.853 1.115 -5.404  0.000
11 Ge 3.201 -0.502 -4.365  0.000
12 C 5.102 -0.908 -4.443  0.000
13 C 2.141 -1.966 -5.081  0.000
14 C 2.720 -0.337 -2.465  -0.002
15 Se 1.547 1.142 -2.060  0.012
16 C 2.926 2.486 -2.106  0.013
17 H 2.623 0.835 -6.433  0.000
18 H 3.720 1.776 -5.413  0.000
19 H 2.000 1.672 -5.014  0.000
20 H 5.445 -1.000 -5.475  0.000
21 H 5.313 -1.845 -3.925  0.000
22 H 5.676 -0.118 -3.958  0.000
23 H 2.123 -1.939 -6.171  0.000
24 H 1.116 -1.898 -4.716  0.000
25 H 2.548 -2.926 -4.759  0.000
26 H 3.590 -0.261 -1.812  0.000
27 H 2.171 -1.222 -2.161  0.000
28 H 3.528 2.314 -2.998  0.001
29 H 3.534 2.416 -1.207  0.004
30 H 2.454 3.460 -2.169  0.000
31 C 1.469 4.739 0.175  0.001
32 Si 2.281 3.910 1.636  0.017
33 C 1.298 4.316 3.167  0.007
34 C 4.031 4.562 1.818  0.000
35 Se 2.554 1.647 1.536  0.135
36 H 0.920 5.621 0.516  0.000
37 H 0.752 4.077 -0.306  0.000
38 H 2.217 5.068 -0.549  0.000
39 H 1.386 5.378 3.417  0.001
40 H 1.646 3.731 4.021  0.001
41 H 0.243 4.082 3.009  0.000
42 H 4.033 5.558 2.269  0.000
43 H 4.525 4.623 0.845  0.000
44 H 4.630 3.906 2.452  0.000

Values from the calculation:
Molar mass: 633.11 u
Energy above the lowest of the compared OMol25 structures with the same formula, charge and spin: 84.3 kJ/mol
Expectation value of S²: 0.758
Highest occupied orbital energy (spin up / spin down): -5.02 / -4.91 eV
Net charge: -1
Total energy: -8773.1381 Ha
2S+1: 2
Orbital gap (spin up / spin down): 7.34 / 6.80 eV

[4]
This record from the OMol25 dataset describes a 6-piece molecular cluster, C9H23N5O12 overall at a distorted geometry. The level of theory is ωB97M-V with the def2-TZVPD basis set.

Each line ends with the natural charge from an NBO analysis.
CARTESIAN COORDINATES (ANGSTROEM)
1 C -15.694 -18.359 -1.578  -0.489
2 N -15.463 -16.848 -1.533  0.520
3 O -15.272 -16.227 -0.496  -0.358
4 O -15.287 -16.321 -2.635  -0.383
5 H -15.158 -18.900 -2.359  0.243
6 H -16.755 -18.602 -1.618  0.237
7 H -15.408 -18.676 -0.575  0.230
8 C -18.402 -23.474 -5.969  -0.474
9 N -17.750 -22.186 -6.440  0.506
10 O -18.174 -21.657 -7.501  -0.379
11 O -16.767 -21.689 -5.875  -0.372
12 H -19.349 -23.663 -6.475  0.240
13 H -18.608 -23.346 -4.906  0.235
14 H -17.655 -24.207 -6.275  0.244
15 C -7.596 -15.827 -5.648  -0.493
16 N -6.750 -16.592 -6.562  0.525
17 O -7.261 -16.867 -7.648  -0.379
18 O -5.649 -16.966 -6.207  -0.368
19 H -7.077 -14.965 -5.229  0.233
20 H -7.693 -16.502 -4.797  0.244
21 H -8.496 -15.453 -6.136  0.238
22 C -11.486 -19.144 -5.824  -0.491
23 N -10.301 -19.917 -6.202  0.524
24 O -9.270 -19.721 -5.537  -0.408
25 O -10.301 -20.546 -7.222  -0.344
26 H -11.925 -18.735 -6.734  0.248
27 H -11.152 -18.435 -5.066  0.237
28 H -12.259 -19.820 -5.460  0.235
29 C -15.802 -16.640 -10.109  -0.495
30 N -14.715 -17.404 -10.753  0.533
31 O -14.872 -17.635 -11.924  -0.355
32 O -13.725 -17.633 -10.053  -0.392
33 H -16.512 -16.371 -10.892  0.234
34 H -15.382 -15.857 -9.477  0.239
35 H -16.361 -17.312 -9.458  0.236
36 C -7.632 -25.418 -11.794  -0.627
37 C -7.142 -25.335 -10.302  -0.073
38 O -6.869 -23.937 -10.016  -0.514
39 C -6.283 -23.714 -8.817  0.787
40 C -5.796 -22.351 -8.662  -0.714
41 O -6.405 -24.406 -7.826  -0.592
42 H -7.741 -26.433 -12.175  0.214
43 H -6.907 -24.922 -12.439  0.209
44 H -8.554 -24.865 -11.970  0.213
45 H -7.962 -25.758 -9.722  0.189
46 H -6.277 -25.986 -10.174  0.187
47 H -5.773 -21.871 -7.683  0.250
48 H -6.493 -21.782 -9.277  0.239
49 H -4.843 -22.386 -9.189  0.231

Values from the calculation:
Molar mass: 393.31 u
Energy above the lowest of the compared OMol25 structures with the same formula, charge and spin: 158.3 kJ/mol
Highest occupied orbital energy: -9.71 eV
Total energy: -1532.8414 Ha
2S+1: 1
Orbital gap: 9.35 eV

[5]
This record from the OMol25 dataset describes C9H23N6O10V as an isolated structure at a distorted geometry. The level of theory is ωB97M-V with the def2-TZVPD basis set.

Each line ends with the Löwdin spin population.
CARTESIAN COORDINATES (ANGSTROEM)
1 V -0.262 -0.448 -0.961  1.944
2 C -0.299 -2.566 -1.894  0.010
3 O 0.463 -1.778 -2.643  0.010
4 O 0.228 -2.675 -0.693  -0.026
5 O -1.493 -2.024 -1.840  -0.020
6 N 0.223 2.668 0.467  0.005
7 O -0.352 1.733 -0.152  0.020
8 O 1.205 3.224 -0.048  0.003
9 O -0.190 3.009 1.578  0.005
10 C -3.590 -0.125 -1.324  0.000
11 O -2.481 -0.071 -0.437  0.002
12 C -2.667 -0.806 0.760  0.002
13 C -1.643 -0.196 1.691  0.003
14 N -0.295 -0.627 1.219  -0.006
15 C 0.097 -1.938 1.865  0.000
16 C 0.322 -1.815 3.357  -0.001
17 O 0.964 -0.597 3.641  0.000
18 C 0.767 -0.160 4.963  0.000
19 H -3.480 0.633 -2.095  0.000
20 H -4.479 0.117 -0.733  0.000
21 H -3.702 -1.113 -1.770  0.000
22 H -2.495 -1.879 0.652  0.000
23 H -3.656 -0.628 1.193  0.000
24 H -1.720 -0.427 2.759  0.000
25 H -1.703 0.891 1.724  0.000
26 H 0.359 -0.087 1.797  0.001
27 H 1.009 -2.261 1.371  0.000
28 H -0.671 -2.665 1.611  0.000
29 H 0.927 -2.666 3.696  0.000
30 H -0.621 -1.935 3.908  0.000
31 H 1.289 -0.813 5.679  0.000
32 H -0.295 -0.146 5.221  0.000
33 H 1.236 0.810 5.105  0.000
34 C 2.970 -0.045 -1.156  0.005
35 O 1.797 -0.041 -0.824  0.010
36 N 3.866 0.859 -0.691  0.003
37 N 3.469 -0.996 -1.983  0.002
38 H 4.784 1.014 -1.066  0.000
39 H 3.476 1.672 -0.233  0.000
40 H 4.447 -1.223 -1.964  0.000
41 H 2.851 -1.576 -2.529  0.000
42 C -0.157 1.817 -3.367  0.005
43 O -0.246 0.899 -2.561  0.014
44 N 0.405 1.658 -4.589  0.003
45 N -0.613 3.048 -3.045  0.003
46 H 0.647 2.513 -5.053  0.000
47 H 0.668 0.721 -4.835  0.000
48 H -0.514 3.812 -3.688  0.000
49 H -0.844 3.228 -2.083  0.000

Values from the calculation:
Molar mass: 426.26 u
Energy above the lowest of the compared OMol25 structures with the same formula, charge and spin: 0.0 kJ/mol
Expectation value of S²: 2.016
Highest occupied orbital energy (spin up / spin down): -7.92 / -7.92 eV
Total energy: -2381.5980 Ha
2S+1: 3
Orbital gap (spin up / spin down): 8.38 / 8.38 eV

[6]
This record from the OMol25 dataset describes a 3-piece molecular cluster, C9H23NO3 overall at a distorted geometry. The level of theory is ωB97M-V with the def2-TZVPD basis set.

Each line ends with the natural charge from an NBO analysis.
CARTESIAN COORDINATES (ANGSTROEM)
1 C 30.075 -8.097 -20.902  -0.612
2 C 29.404 -6.794 -21.442  0.113
3 C 30.386 -5.684 -21.524  -0.634
4 C 28.929 -7.151 -22.800  -0.409
5 C 27.924 -6.234 -23.525  -0.403
6 C 26.726 -5.993 -22.548  -0.378
7 C 27.161 -5.508 -21.127  0.082
8 C 27.484 -4.047 -21.219  -0.650
9 C 25.851 -5.674 -20.368  -0.598
10 N 28.173 -6.425 -20.648  -0.199
11 O 28.476 -6.143 -19.321  -0.582
12 H 30.698 -8.002 -20.013  0.217
13 H 29.292 -8.835 -20.728  0.212
14 H 30.771 -8.538 -21.615  0.213
15 H 31.271 -6.053 -22.043  0.210
16 H 29.907 -4.859 -22.053  0.205
17 H 30.702 -5.253 -20.574  0.224
18 H 29.783 -7.195 -23.476  0.212
19 H 28.460 -8.129 -22.687  0.206
20 H 28.355 -5.296 -23.874  0.199
21 H 27.433 -6.828 -24.296  0.215
22 H 26.259 -6.978 -22.521  0.198
23 H 26.008 -5.317 -23.011  0.209
24 H 28.366 -3.797 -20.631  0.225
25 H 26.720 -3.332 -20.913  0.217
26 H 27.833 -3.725 -22.200  0.205
27 H 25.965 -5.439 -19.310  0.209
28 H 25.504 -6.706 -20.410  0.210
29 H 25.148 -4.915 -20.710  0.212
30 H 28.036 -6.902 -18.931  0.473
31 O 24.086 -1.908 -13.032  -0.937
32 H 23.895 -1.759 -13.958  0.469
33 H 24.917 -1.456 -12.883  0.468
34 O 25.138 -4.896 -8.778  -0.936
35 H 24.387 -4.983 -8.191  0.467
36 H 24.796 -4.423 -9.537  0.470

Values from the calculation:
Molar mass: 193.29 u
Energy above the lowest of the compared OMol25 structures with the same formula, charge and spin: 89.6 kJ/mol
Highest occupied orbital energy: -8.48 eV
Total energy: -637.1127 Ha
2S+1: 1
Orbital gap: 9.27 eV